Record 1
Entry from OMol25: one molecule with the formula C2H6N2 at a distorted geometry (the ωB97M-V functional and the def2-TZVPD basis).

```
10
Properties=species:S:1:pos:R:3:forces:R:3:mulliken_charge:R:1
N -0.02452 0.28848 -0.54097 2.277 -0.426 0.432 -0.233
N -2.10287 0.31064 0.33654 1.332 -1.111 2.282 -0.670
C -0.80741 0.06204 0.55160 -4.621 1.055 -0.937 0.101
C 1.36268 -0.19669 -0.48171 -0.718 1.724 3.993 -0.821
H -2.74693 0.10269 1.16858 1.679 0.400 -1.313 0.210
H -0.40360 -0.27173 1.56259 0.031 0.369 -1.670 0.272
H 1.26957 -1.12471 0.09667 0.910 -0.202 -0.720 0.275
H -0.36940 0.53383 -1.46460 -0.605 -0.108 0.895 0.303
H 2.00911 0.51942 0.18424 -0.990 -1.138 -1.191 0.222
H 1.81336 -0.22398 -1.41295 0.705 -0.563 -1.771 0.342
```
Forces are in eV/Å.

gap between HOMO and LUMO = 9.57 eV
ΔE to the lowest compared entry with this formula, charge and spin = 1.578 eV
HOMO level = -8.5 eV

***

Record 2
Entry from OMol25: one molecule with the formula C2H6N2 at a distorted geometry (the ωB97M-V functional and the def2-TZVPD basis).

```
10
Properties=species:S:1:pos:R:3:forces:R:3:mulliken_charge:R:1
N 1.64108 -0.28939 0.07271 2.074 0.715 0.039 -0.261
N 1.05199 0.91509 0.02339 -2.029 -0.182 0.160 -0.450
C -0.23890 0.87987 0.07367 -0.420 2.071 0.061 0.112
C -1.17118 -0.26248 0.00631 -0.800 -2.447 -0.228 -0.711
H -2.15246 0.15792 -0.63372 2.592 -1.744 1.829 0.261
H -0.82223 1.82809 0.06301 1.223 -0.258 0.063 0.302
H -0.51477 -1.13028 -0.58046 -2.504 1.741 1.175 0.167
H -1.50616 -0.72823 1.12241 0.809 1.277 -3.166 0.208
H 2.62097 -0.25489 -0.22186 -0.988 -0.487 0.230 0.227
H 1.09165 -1.11571 0.07454 0.044 -0.687 -0.163 0.146
```
Forces are in eV/Å.

gap between HOMO and LUMO = 9.48 eV
ΔE to the lowest compared entry with this formula, charge and spin = 2.924 eV
HOMO level = -8.5 eV

***

| no. | E_LUMO (eV) |
| --- | --- |
| 1 | 1.084 |
| 2 | 1.025 |